Entry 1:
52
Properties=species:S:1:pos:R:3:forces:R:3:nbo_charge:R:1 method="wB97M-V/def2-TZVPD" lumo_ev=-5.87 e_homo_ev=-11.719 multiplicity=1 gap_ev=5.85 e_tot_ev=-29850.17734 charge=+1
H -1.997 -4.060 1.626 0.03 0.07 -0.27 0.20
H 0.947 1.765 2.060 -0.18 -0.23 0.26 0.23
C 1.213 -0.367 4.697 -0.19 -0.18 0.22 0.13
C 0.119 0.279 -1.771 -0.17 -0.22 0.27 -0.08
C 0.178 4.294 -3.700 0.91 -0.04 0.06 0.27
H 0.873 -2.540 2.097 -0.25 0.12 0.20 0.23
H -0.714 2.034 1.045 -0.10 0.00 -0.39 0.23
H 2.459 -0.750 6.421 -0.27 0.10 -0.20 0.26
N -2.174 -2.876 -0.088 -0.18 0.18 -0.51 -0.85
C -1.796 -6.638 0.563 0.11 -0.17 0.34 -0.62
C -1.663 -4.065 0.576 0.34 -0.28 0.74 -0.24
O -0.885 3.472 -3.289 -0.13 -1.09 1.10 -0.52
H -2.204 -7.499 0.023 0.00 0.32 -0.06 0.24
C -0.714 2.808 -0.955 -0.25 0.05 0.30 -0.28
C -0.054 0.525 -0.375 -0.41 0.19 -0.42 -0.19
C 1.741 6.071 -3.264 -0.14 -0.19 0.00 -0.19
C -0.524 1.817 -0.005 0.29 0.17 0.04 -0.11
H -2.170 -6.712 1.588 -0.02 0.16 -0.05 0.22
C 0.641 5.305 -2.859 0.07 -0.04 -0.18 -0.26
C 0.873 0.830 2.611 -0.25 -0.09 0.13 -0.10
H -0.713 -6.762 0.594 0.08 0.10 -0.04 0.21
C -0.607 2.503 -2.314 0.50 1.05 -0.93 0.50
H 0.533 -0.683 -2.076 -0.23 0.21 -0.02 0.23
H 0.748 -1.105 6.661 0.19 0.20 -0.20 0.25
H -3.914 -4.439 -0.408 0.11 -0.29 0.16 0.48
C 0.262 -0.513 0.543 1.17 0.68 0.10 0.09
H 2.437 4.533 -6.225 -0.15 0.11 0.24 0.23
H 1.309 0.585 6.646 0.04 -0.27 -0.21 0.24
H 1.275 -2.506 4.533 0.06 0.15 -0.14 0.24
H 0.436 3.203 -5.547 0.09 0.35 0.22 0.23
H 1.136 1.769 4.526 0.22 -0.17 -0.23 0.24
H 3.259 6.382 -4.768 -0.25 -0.16 0.10 0.23
H 0.396 -1.508 0.102 -0.19 0.21 0.19 0.23
C 1.140 -1.571 3.993 -0.05 -0.51 -0.38 -0.23
C -0.177 1.238 -2.718 0.14 -0.45 -0.31 -0.29
C 2.390 5.796 -4.469 -0.15 -0.07 0.01 -0.21
C 1.927 4.767 -5.290 -0.27 0.02 0.11 -0.19
H -0.957 3.829 -0.661 -0.19 -0.41 -0.05 0.25
C 0.803 4.021 -4.921 0.03 -0.03 0.27 -0.25
H -2.031 -2.911 -1.096 0.08 -0.02 0.19 0.36
H -1.803 -1.991 0.247 -0.22 -0.39 0.10 0.35
C 0.873 -1.596 2.641 -0.08 0.07 -0.12 -0.10
C 0.629 -0.394 1.908 0.36 -0.15 0.29 -0.10
H 2.095 6.877 -2.622 -0.07 -0.22 -0.17 0.23
C 1.081 0.826 3.983 -0.05 0.44 -0.47 -0.24
O -3.624 -5.330 -0.152 -0.01 0.44 0.19 -0.72
H -0.558 -4.124 0.593 -0.17 -0.09 -0.08 0.15
H -1.846 -5.344 -1.123 0.30 0.05 -0.16 0.15
H -0.054 1.011 -3.782 -0.05 0.21 0.42 0.25
H 0.163 5.478 -1.890 0.13 0.03 -0.44 0.22
C 1.443 -0.400 6.179 -0.03 0.15 0.31 -0.66
C -2.201 -5.333 -0.087 -0.53 -0.08 -0.55 0.09

Entry 2:
24
Properties=species:S:1:pos:R:3:forces:R:3:nbo_charge:R:1 method="wB97M-V/def2-TZVPD" smiles="CN(C)C.C=NCC" lumo_ev=0.99 e_homo_ev=-8.945 multiplicity=1 gap_ev=9.93 e_tot_ev=-9460.04450
H 0.791 -2.535 -2.429 -0.18 0.17 0.02 0.21
H -0.011 -1.762 -3.806 -0.05 0.18 0.67 0.21
N -1.892 -2.196 -1.800 -1.66 1.80 1.10 -0.39
C -0.808 -1.182 -1.790 0.85 -0.64 -0.15 -0.27
C 1.231 1.220 2.871 0.12 0.27 0.73 -0.41
H 2.108 1.849 0.517 0.17 -0.21 -0.07 0.16
H -2.795 -1.153 -0.183 -0.04 0.09 -0.46 0.15
H 1.999 0.544 3.228 0.22 -0.14 -0.01 0.20
C 0.327 -1.599 -2.761 -0.32 0.20 -0.23 -0.61
C -2.856 -1.906 -0.985 1.02 -1.31 -1.22 -0.06
H 0.110 2.723 1.112 -0.29 -0.14 -0.03 0.16
H 0.420 1.205 3.597 0.09 0.14 0.18 0.20
H 1.114 -0.834 -2.787 -0.16 -0.10 0.04 0.20
H -0.821 1.426 0.304 0.09 -0.06 0.00 0.20
N 0.694 0.779 1.617 -0.20 -0.04 -0.18 -0.43
H 1.279 0.555 -0.375 0.17 -0.03 0.30 0.20
H -1.109 1.771 2.030 0.42 -0.04 -0.47 0.20
H -1.215 -0.171 -2.003 0.21 -0.65 -0.12 0.19
C 1.709 0.817 0.604 0.56 -0.09 -0.67 -0.42
H 2.530 0.123 0.834 -0.23 0.22 -0.07 0.20
H 1.664 2.256 2.834 -0.25 -0.49 -0.08 0.16
C -0.333 1.710 1.238 -0.87 0.59 0.32 -0.42
H -3.782 -2.497 -1.077 0.49 0.15 0.35 0.17
H -0.356 -1.145 -0.790 -0.16 0.10 0.03 0.19

Entry 3:
97
Properties=species:S:1:pos:R:3:forces:R:3:mulliken_spin:R:1 method="wB97M-V/def2-TZVPD" lumo_ev="-1.75 / -4.02" e_homo_ev="-9.510 / -10.568" multiplicity=5 gap_ev="7.76 / 6.55" e_tot_ev=-95479.78402 charge=+1 s_squared=6.06
Co -0.008 -1.097 1.796 3.47 0.68 -4.81 2.38
C -3.784 1.285 -4.427 0.42 -0.20 -0.06 -0.07
C 0.737 0.874 1.251 2.07 0.08 1.33 0.14
H -1.130 0.047 -2.750 -0.16 0.09 -0.22 -0.03
C 2.850 -0.615 1.491 0.03 -0.09 -0.43 0.05
H -2.421 1.445 2.253 -0.16 -0.12 0.00 0.00
C 6.628 -0.135 0.294 0.04 -0.29 0.00 0.00
H 0.315 1.100 -4.406 -0.18 0.02 -0.10 0.00
C 6.428 3.145 1.794 -0.18 -0.13 0.36 0.00
H 6.710 2.162 2.182 -0.01 0.20 0.01 0.00
H 4.641 2.580 -1.430 0.23 -0.19 0.30 0.00
C -0.742 -4.203 2.512 0.28 -0.16 -0.20 -0.01
H -6.885 0.702 0.924 0.01 0.07 -0.18 0.00
H -3.808 -2.660 1.385 0.32 0.04 -0.09 0.00
C -0.291 -1.867 3.573 -1.52 -0.08 1.30 -0.02
C 2.611 -2.098 1.089 0.29 0.21 0.65 0.00
C -0.887 -2.721 2.582 -1.44 -0.27 1.09 0.08
H -0.372 -1.974 -0.810 0.31 0.07 0.41 -0.01
H 4.714 0.547 -2.885 0.13 -0.18 0.11 0.00
C -5.020 0.492 -2.016 -0.54 -0.10 0.54 0.10
C -5.694 -0.010 -0.737 0.32 0.02 -0.15 -0.04
C -5.141 1.541 -4.195 0.00 0.11 -0.10 0.23
H 6.432 0.195 -2.511 -0.24 -0.04 -0.07 0.00
H -0.429 -1.380 -4.638 -0.19 0.08 -0.01 0.00
H -1.445 -4.691 3.206 0.22 0.16 -0.19 0.00
H -3.003 -1.770 0.064 -0.07 -0.33 0.23 0.00
H 7.222 3.523 1.137 -0.22 -0.15 0.08 0.00
H 2.191 -0.393 -1.034 -0.30 -0.02 0.03 0.02
H 3.254 -0.067 0.612 -0.46 -0.53 0.96 0.00
H 6.733 0.263 1.309 -0.06 -0.12 -0.25 0.00
C -2.813 0.451 2.008 0.05 0.37 -0.57 0.02
H 1.757 0.439 3.075 -0.36 -0.13 -0.28 0.00
H 3.647 -0.598 2.252 -0.27 0.04 -0.26 0.01
H -0.821 1.526 3.898 0.04 -0.10 0.24 0.00
H 0.014 -2.665 5.539 0.16 0.11 -0.24 0.00
H 0.200 0.506 4.945 -0.21 0.13 0.00 0.00
H 0.734 -0.284 -2.015 0.11 -0.04 0.37 0.00
H 1.249 1.813 -0.607 -0.06 -0.22 0.21 0.00
H 1.234 -3.152 4.339 -0.06 0.16 0.20 0.00
C 1.249 -2.399 0.539 -0.52 0.25 -2.23 0.06
O -2.832 -0.051 -1.232 -0.80 0.21 -0.92 0.41
C 0.550 -1.586 -0.352 0.82 -1.66 0.30 0.13
H 1.254 -1.503 5.005 -0.07 -0.24 0.05 0.00
H -7.040 -1.588 -0.085 0.05 0.09 -0.17 0.00
H -1.568 0.530 5.164 0.23 0.00 -0.19 0.00
H -4.885 -0.347 -0.078 -0.16 0.06 -0.09 0.01
C -0.760 0.562 4.418 0.33 0.27 -0.13 0.00
C 0.602 -2.321 4.675 0.45 0.04 -0.05 0.01
C -3.586 0.319 -2.186 0.57 -0.19 0.56 0.26
H -2.050 -1.841 -4.065 0.13 0.08 -0.18 0.00
C 1.677 0.159 2.019 -0.49 2.14 -0.64 -0.01
C -1.838 -0.612 2.368 -0.90 -0.42 1.60 -0.05
H 4.336 4.843 -0.709 0.04 0.09 0.17 0.00
C 4.975 4.774 0.178 -0.41 0.24 0.21 0.00
H -0.962 -4.569 1.501 0.09 -0.04 0.26 0.00
C -0.897 -0.565 3.454 -2.18 -0.94 1.83 0.06
C -5.744 1.117 -3.008 -0.28 -0.19 0.32 -0.06
H 2.783 -2.722 1.981 -0.14 0.05 -0.32 -0.01
H -6.041 -2.022 -1.492 -0.22 0.13 0.08 0.00
H 6.601 -1.230 0.365 0.14 0.19 0.03 0.00
H -5.732 2.058 -4.949 0.12 -0.14 0.15 0.00
C -1.560 0.248 -3.741 -0.17 0.13 0.36 0.03
C -2.842 -2.488 0.884 0.01 0.15 -0.74 -0.01
H 0.274 -4.511 2.785 -0.22 -0.08 -0.07 0.00
C 5.391 -0.027 -2.240 0.18 -0.31 -0.09 0.00
H 4.654 5.535 0.898 0.08 0.01 -0.18 0.00
H -3.012 0.422 0.927 -0.05 0.09 0.34 -0.02
H -1.872 -0.894 -5.566 0.10 -0.09 0.23 0.00
H 7.498 0.156 -0.310 -0.16 0.00 0.17 0.00
H -0.383 1.152 -0.524 0.25 0.02 0.10 0.00
P 4.783 3.093 0.937 1.03 0.54 -0.75 0.00
C -1.471 -1.047 -4.553 -0.25 -0.13 0.01 0.03
C -6.609 -1.209 -1.019 0.22 -0.13 -0.25 0.02
C 5.303 2.213 -0.624 -0.04 -0.11 0.20 0.00
H 0.929 -3.443 0.625 -0.18 0.47 0.25 0.02
P 5.054 0.395 -0.490 0.78 0.57 -1.00 0.00
C -6.483 1.085 -0.021 0.19 0.23 0.02 0.02
C 1.094 -0.337 -0.975 0.49 0.45 -0.18 -0.03
H -1.074 1.515 -5.440 0.16 0.04 0.18 0.00
H 6.332 3.826 2.649 0.08 -0.14 -0.12 0.00
H -6.816 1.274 -2.858 0.36 -0.01 -0.11 0.01
H -2.505 -3.436 0.450 -0.15 0.15 0.06 0.00
H 3.381 -2.407 0.360 -0.17 0.14 0.09 -0.01
H 6.351 2.452 -0.892 -0.39 0.01 0.04 0.00
H 0.152 1.642 1.772 0.09 -0.45 -0.05 0.01
C 0.665 0.950 -0.244 -0.58 -0.23 -0.47 0.00
H 5.195 -1.096 -2.382 0.11 0.19 -0.17 0.00
H -0.871 2.297 -3.849 0.06 -0.07 -0.18 0.00
H -5.833 1.939 0.204 -0.20 -0.08 -0.03 -0.01
H 6.013 4.976 -0.116 -0.25 -0.13 0.06 0.00
C -1.838 -1.948 1.838 -0.72 -0.47 1.32 0.11
H -7.426 -0.919 -1.691 0.12 -0.11 0.13 0.00
H -7.318 1.433 -0.640 0.10 -0.02 0.17 0.00
H -3.765 0.312 2.543 0.27 0.01 -0.07 0.00
C -3.014 0.640 -3.483 0.56 0.08 -0.49 0.11
C -0.751 1.359 -4.403 -0.05 0.17 0.08 0.02
H -3.325 1.584 -5.372 -0.23 -0.09 0.26 0.01

Relative energy (zero: lowest compared OMol25 entry of this formula, charge and spin) values, unit kcal per mole, following the record order: 61.2; 46.8; 4.1.
Largest force on an atom values, unit Eh/bohr, following the record order: 0.0302; 0.0523; 0.1161.